No. 1
130
Properties=species:S:1:pos:R:3:mulliken_charge:R:1 method="wB97M-V/def2-TZVPD" charge=+1 total_energy_ha=-3522.46163
C -1.71 1.50 6.66 -1.1106
C -3.18 1.79 6.69 0.7870
O -3.62 2.90 6.89 -0.5310
O -4.08 0.71 6.54 -0.2615
C -4.39 0.30 5.30 0.5936
O -5.44 -0.30 5.10 -0.5109
C -3.42 0.55 4.16 -1.4462
S -4.21 0.38 2.57 1.1975
C -5.72 1.35 2.73 -0.9704
C -6.07 2.10 1.43 -1.4319
C -4.90 2.47 0.53 -0.6068
C -3.82 3.32 1.20 -1.1515
N -2.51 2.66 1.22 0.6054
C -1.55 3.34 2.09 -1.2478
C -2.02 2.41 -0.08 0.5977
C -0.99 1.32 -0.17 -1.1195
O -2.44 2.98 -1.06 -0.5680
C -4.66 -1.37 2.25 -0.9273
I -3.57 -2.72 3.50 0.1602
C -4.32 -1.55 0.72 0.6550
C -5.58 -1.70 -0.11 -1.8445
I -3.00 -3.15 0.26 0.2756
H -1.49 0.46 6.84 0.3794
H -1.20 2.12 7.37 0.3740
H -1.32 1.75 5.68 0.2865
H -2.56 -0.10 4.22 0.7829
H -3.03 1.56 4.15 0.1383
H -5.64 2.04 3.57 0.7387
H -6.51 0.66 2.98 0.6439
H -6.72 1.45 0.86 0.4379
H -6.68 2.95 1.71 0.4052
H -4.52 1.57 0.06 0.3645
H -5.32 3.06 -0.28 0.4670
H -3.77 4.31 0.76 0.4668
H -4.10 3.48 2.24 0.6370
H -0.70 2.69 2.25 0.3444
H -1.23 4.30 1.70 0.3388
H -2.01 3.45 3.06 0.4184
H -1.46 0.39 0.12 0.0398
H -0.18 1.49 0.53 0.3559
H -0.61 1.23 -1.17 0.4005
H -5.72 -1.49 2.36 0.7843
H -3.81 -0.66 0.38 -0.3273
H -6.03 -2.67 -0.01 0.6242
H -6.32 -0.93 0.12 0.3060
H -5.32 -1.59 -1.15 0.4830
C -8.42 -5.55 -1.17 -0.4049
C -8.51 -4.93 0.07 -0.3765
C -9.59 -4.11 0.37 -0.3820
C -10.59 -3.92 -0.58 -0.3940
C -10.50 -4.54 -1.82 -0.3821
C -9.41 -5.35 -2.11 -0.4038
H -7.57 -6.19 -1.39 0.3894
H -7.74 -5.09 0.82 0.4537
H -9.66 -3.63 1.33 0.3845
H -11.44 -3.29 -0.35 0.3714
H -11.28 -4.39 -2.55 0.3694
H -9.34 -5.83 -3.08 0.3732
C -4.16 -4.97 -4.37 -0.5895
C -4.38 -4.82 -5.73 -0.3418
C -3.98 -3.65 -6.37 -0.4098
C -3.35 -2.65 -5.66 -0.4157
C -3.13 -2.80 -4.29 -0.3427
C -3.54 -3.96 -3.65 -0.0163
H -4.48 -5.87 -3.87 0.3849
H -4.87 -5.60 -6.29 0.3722
H -4.15 -3.53 -7.43 0.3677
H -3.03 -1.74 -6.16 0.3703
H -2.63 -2.01 -3.74 0.4208
H -3.37 -4.07 -2.59 0.1374
C 2.84 -1.63 -2.55 -0.3121
C 3.73 -1.26 -1.56 -0.0533
C 3.37 -1.39 -0.22 -0.5753
C 2.12 -1.90 0.11 -0.4500
C 1.24 -2.27 -0.89 -0.2347
C 1.59 -2.13 -2.22 -0.6362
H 3.12 -1.52 -3.60 0.4093
H 4.70 -0.87 -1.82 0.2717
H 4.06 -1.09 0.56 0.3945
H 1.85 -2.00 1.15 0.4028
H 0.26 -2.66 -0.63 0.3089
H 0.90 -2.42 -3.00 0.4456
C -4.60 2.15 12.55 -0.4247
C -3.60 3.10 12.40 -0.3455
C -3.19 3.48 11.13 -0.6481
C -3.79 2.92 10.01 -0.1041
C -4.79 1.97 10.16 -0.3281
C -5.19 1.58 11.43 -0.4450
H -4.91 1.85 13.54 0.3666
H -3.14 3.54 13.27 0.3690
H -2.41 4.22 11.01 0.3648
H -3.48 3.21 9.01 0.5057
H -5.26 1.53 9.29 0.3608
H -5.97 0.84 11.55 0.3723
C 8.62 2.67 -3.11 -0.0272
C 9.32 1.50 -3.36 -0.4246
C 8.65 0.30 -3.48 -0.5470
C 7.27 0.26 -3.36 -0.4325
C 6.56 1.43 -3.12 -0.3863
C 7.23 2.63 -2.99 -0.5178
H 9.14 3.61 -3.02 0.2648
H 10.40 1.54 -3.46 0.4282
H 9.20 -0.61 -3.67 0.4342
H 6.74 -0.68 -3.46 0.4746
H 5.48 1.40 -3.02 0.3830
H 6.68 3.54 -2.79 0.3636
C 12.58 6.10 -1.96 -0.4179
C 13.91 5.71 -2.00 -0.3620
C 14.33 4.79 -2.95 -0.3792
C 13.42 4.28 -3.87 -0.4494
C 12.09 4.67 -3.82 -0.3092
C 11.67 5.58 -2.86 -0.3565
H 12.25 6.82 -1.21 0.3572
H 14.62 6.12 -1.29 0.3588
H 15.36 4.48 -2.99 0.3579
H 13.75 3.56 -4.61 0.3653
H 11.38 4.27 -4.54 0.4701
H 10.63 5.89 -2.83 0.3739
C 6.98 -4.06 -6.71 -0.4570
C 8.08 -4.38 -7.49 -0.3627
C 9.08 -3.44 -7.71 -0.3762
C 8.98 -2.18 -7.13 -0.5265
C 7.88 -1.86 -6.35 -0.3644
C 6.88 -2.80 -6.14 -0.3297
H 6.20 -4.79 -6.54 0.3617
H 8.16 -5.36 -7.94 0.3568
H 9.93 -3.69 -8.33 0.3640
H 9.76 -1.45 -7.30 0.3698
H 7.81 -0.88 -5.90 0.5189
H 6.02 -2.55 -5.52 0.4382


No. 2
10
Properties=species:S:1:pos:R:3:mulliken_charge:R:1 method="wB97M-V/def2-TZVPD" de_lowest_kcal_mol=126.04 total_energy_ha=-392.59268
C 0.06 1.31 -0.02 -0.2511
C -0.21 -0.12 0.03 0.4264
N 1.31 1.55 0.02 -0.2905
N 0.97 -0.72 0.10 0.6906
N -1.40 -0.76 -0.06 -0.4582
O 1.34 -1.85 0.04 -0.7229
O 2.01 0.31 0.20 -0.1958
H -0.44 2.25 -0.15 0.3701
H -2.17 -0.22 -0.43 0.1979
H -1.48 -1.75 0.26 0.2335


No. 3
70
Properties=species:S:1:pos:R:3:mulliken_charge:R:1 method="wB97M-V/def2-TZVPD" de_lowest_kcal_mol=0.65 total_energy_ha=-4148.26037
Ca -0.23 0.47 -0.19 1.6814
C 0.49 2.32 -3.00 -0.9826
C 0.15 0.91 -3.47 -1.1223
N -0.89 0.28 -2.66 0.0981
C -2.25 0.70 -2.96 -1.3301
C -2.63 1.97 -2.22 0.8636
C -3.54 2.88 -2.73 -1.1858
C -3.82 4.02 -2.00 -0.4800
C -3.18 4.23 -0.79 -1.1933
C -2.28 3.26 -0.34 1.0887
C -1.56 3.42 0.98 -1.7530
N -0.25 2.79 0.99 0.1290
C 0.87 3.59 0.52 -1.0488
C 0.90 3.67 -1.00 -0.8618
N 0.93 2.34 -1.61 0.3031
N -2.04 2.15 -1.03 0.6834
H -0.39 2.96 -3.08 0.4318
H 1.24 2.74 -3.69 0.5349
H 1.03 0.28 -3.40 0.3490
H -0.14 0.96 -4.53 0.5463
H -0.82 -0.73 -2.77 0.1309
H -2.93 -0.10 -2.63 0.2841
H -2.43 0.84 -4.03 0.3590
H -3.99 2.71 -3.70 0.4929
H -4.52 4.75 -2.38 0.4206
H -3.35 5.12 -0.21 0.4800
H -2.16 2.94 1.75 0.4318
H -1.51 4.49 1.23 0.3042
H -0.05 2.40 1.91 0.3446
H 1.78 3.11 0.88 0.3010
H 0.85 4.61 0.92 0.4889
H 1.75 4.30 -1.31 0.4927
H 0.00 4.17 -1.36 0.3674
H 1.85 1.91 -1.53 0.2393
S -2.14 0.17 2.08 -0.3957
C -1.28 -1.31 2.06 0.2007
N -0.56 -1.71 1.05 0.3306
C 0.03 -2.95 1.28 -1.3736
C 0.84 -3.64 0.38 -0.5271
C 1.39 -4.84 0.78 -0.6913
C 1.14 -5.37 2.05 -0.6784
C 0.33 -4.70 2.94 -0.4213
C -0.23 -3.49 2.55 1.2112
S -1.29 -2.42 3.42 -0.2721
H 1.04 -3.23 -0.60 0.3935
H 2.02 -5.38 0.08 0.4886
H 1.59 -6.31 2.34 0.4138
H 0.14 -5.09 3.93 0.4185
Cl -2.09 -2.77 -1.78 -0.1841
C -3.30 -2.52 -0.49 0.1837
Cl -3.35 -3.90 0.61 -0.1475
H -4.27 -2.43 -0.96 0.4699
H -3.02 -1.64 0.08 -0.2920
F 3.60 -3.83 3.67 -0.3998
C 3.11 -2.70 3.16 0.1223
C 3.47 -2.27 1.95 0.0714
N 2.99 -1.09 1.41 0.1851
C 3.48 -0.64 0.10 -0.9319
C 2.61 -1.22 -1.04 0.2633
O 3.03 -2.20 -1.63 -0.7109
O 1.51 -0.60 -1.24 -0.4502
C 2.05 -0.36 2.06 0.2139
O 1.54 0.65 1.59 -0.6551
N 1.71 -0.81 3.31 0.1631
C 2.17 -1.95 3.98 0.3085
O 1.79 -2.23 5.09 -0.6384
H 4.17 -2.83 1.33 0.4037
H 4.50 -1.00 0.00 0.4910
H 3.47 0.44 0.10 0.2414
H 0.97 -0.30 3.78 0.3060


No. 4
77
Properties=species:S:1:pos:R:3:mulliken_charge:R:1 method="wB97M-V/def2-TZVPD" de_lowest_kcal_mol=1.24 total_energy_ha=-5310.60393
Cd 1.12 -0.33 0.16 1.9597
C 2.93 0.24 6.15 -1.0896
C 2.00 -0.90 5.73 -0.4208
N 1.06 -0.51 4.70 -0.1315
C 1.38 -0.39 3.39 0.1826
S 0.10 0.22 2.38 -0.5466
N 2.61 -0.73 3.07 -0.8278
N 2.89 -0.63 1.75 0.6640
C 4.11 -0.74 1.37 0.4498
C 5.27 -0.95 2.30 -1.6988
C 4.37 -0.60 -0.09 0.3029
C 5.66 -0.68 -0.61 -0.7538
C 5.85 -0.50 -1.97 -0.4695
C 4.75 -0.25 -2.78 -1.0079
C 3.50 -0.18 -2.18 -0.3631
N 3.32 -0.36 -0.88 0.4089
H 3.62 -0.10 6.92 0.3348
H 2.36 1.08 6.55 0.3120
H 3.50 0.59 5.29 0.2943
H 1.42 -1.25 6.58 0.4158
H 2.59 -1.74 5.37 0.2581
H 0.14 -0.20 4.96 0.2243
H 4.90 -1.07 3.31 0.3423
H 5.95 -0.10 2.27 0.3411
H 5.83 -1.84 2.02 0.3740
H 6.50 -0.87 0.04 0.3865
H 6.84 -0.56 -2.39 0.4094
H 4.85 -0.09 -3.84 0.4532
H 2.61 0.03 -2.76 0.3259
C -5.03 0.55 -0.44 -0.8521
C -4.08 -0.43 0.18 0.2833
C -4.45 -1.28 1.21 -0.6172
C -3.54 -2.17 1.74 -0.6699
C -2.27 -2.17 1.19 -0.1065
Br -0.98 -3.40 1.87 -0.1198
N -1.88 -1.37 0.23 0.0809
C -2.77 -0.52 -0.26 0.0561
H -6.00 0.53 0.06 0.4094
H -5.19 0.33 -1.50 0.3268
H -4.64 1.57 -0.38 -0.1051
H -5.46 -1.25 1.61 0.3773
H -3.79 -2.85 2.54 0.4299
H -2.41 0.14 -1.06 0.4861
C -4.84 4.60 0.10 -1.4040
C -3.54 4.01 -0.37 0.7395
C -3.18 4.04 -1.71 -0.6488
C -1.99 3.49 -2.15 -0.3900
C -1.14 2.89 -1.24 -0.1430
C -1.47 2.84 0.11 -0.6009
C -2.67 3.39 0.54 -0.7543
S 0.42 2.21 -1.75 1.1712
O 0.65 2.66 -3.10 -0.7671
O 1.37 2.56 -0.72 -0.8448
N 0.27 0.62 -1.66 0.4010
C -0.32 -0.18 -2.61 -0.2648
C -1.08 0.24 -3.69 -0.4897
C -1.66 -0.69 -4.57 -1.0867
C -1.50 -2.03 -4.42 -0.9771
C -0.72 -2.51 -3.34 1.0432
C -0.50 -3.89 -3.12 -0.8574
C 0.28 -4.30 -2.07 -0.8937
C 0.82 -3.32 -1.23 -0.6925
N 0.62 -2.04 -1.39 0.3693
C -0.13 -1.60 -2.43 0.4018
H -5.07 5.52 -0.43 0.3909
H -4.82 4.82 1.17 0.3706
H -5.67 3.91 -0.08 0.2488
H -3.84 4.52 -2.43 0.4256
H -1.70 3.55 -3.19 0.5478
H -0.79 2.40 0.82 0.5349
H -2.93 3.36 1.59 0.3767
H -1.21 1.29 -3.87 0.4666
H -2.25 -0.31 -5.40 0.4165
H -1.95 -2.74 -5.10 0.3996
H -0.95 -4.60 -3.80 0.4204
H 0.47 -5.35 -1.88 0.4276
H 1.44 -3.61 -0.38 0.5531


No. 5
9
Properties=species:S:1:pos:R:3:mulliken_charge:R:1 method="wB97M-V/def2-TZVPD" smiles="O=c1c(=O)n1CCl" de_lowest_kcal_mol=52.32 total_energy_ha=-780.86784
O -2.34 -1.90 -0.70 -0.5052
C -1.59 -1.88 0.23 0.3533
C -1.14 -1.84 1.65 0.4628
O -0.96 -1.58 2.81 -0.4685
N -0.33 -2.17 0.48 -0.0281
C 0.96 -2.03 -0.22 -0.1983
Cl 0.84 -0.39 -0.98 -0.1664
H 0.94 -2.74 -1.03 0.2458
H 1.94 -2.16 0.37 0.3046


No. 6
70
Properties=species:S:1:pos:R:3:mulliken_charge:R:1 method="wB97M-V/def2-TZVPD" charge=-1 total_energy_ha=-2191.68942
P 1.25 1.07 -1.64 1.4226
F 2.63 1.76 -1.14 -0.4557
F 1.83 -0.36 -1.13 -0.1904
F 0.55 1.10 -0.15 -0.5539
F -0.15 0.49 -2.21 -0.4822
F 0.74 2.62 -1.84 -0.5315
F 1.83 0.94 -3.12 -0.0025
C 2.85 -2.24 1.49 -1.1991
C 2.69 -0.80 1.98 0.7904
O 2.76 -0.69 3.38 -0.5419
H 2.75 -2.28 0.40 0.1854
H 2.02 -2.84 1.89 0.2766
H 3.80 -2.70 1.77 0.4531
H 1.93 -0.19 1.52 -0.3300
H 3.62 -0.37 1.54 0.0920
H 3.12 -1.49 3.78 0.3228
O 1.49 -1.95 -3.49 -0.7317
H 0.96 -2.54 -2.94 0.3772
H 1.15 -1.07 -3.29 0.0804
O 1.63 4.17 -3.97 -0.6527
H 1.38 3.58 -3.25 0.4559
H 1.16 3.83 -4.74 0.3405
O 2.20 4.42 0.23 -0.6990
H 2.86 4.84 -0.33 0.3073
H 2.08 3.55 -0.16 0.3029
O -1.80 -2.25 -2.77 -0.7094
H -1.66 -1.73 -1.97 0.4507
H -1.27 -1.80 -3.44 0.3024
O 3.29 -0.96 -4.82 -0.6688
H 4.19 -1.03 -4.50 0.3155
H 2.74 -1.25 -4.08 0.3868
O 2.79 1.84 -5.64 -0.7233
H 2.05 2.08 -5.08 0.1810
H 2.90 0.89 -5.48 0.3920
O -0.25 2.07 -4.78 -0.5802
H -1.14 2.18 -5.12 0.2677
H -0.35 1.73 -3.88 0.3294
O 4.67 -0.21 -1.52 -0.6740
H 3.77 -0.47 -1.75 0.3065
H 4.56 0.30 -0.71 0.3219
C -1.42 -2.31 3.21 -1.8531
C -1.97 -1.60 1.94 2.4681
C -3.44 -1.92 1.75 -1.4174
C -4.31 -1.16 2.76 -0.6981
C -4.14 0.34 2.49 -1.0915
C -2.69 0.77 2.63 1.1981
N -1.78 -0.15 1.96 0.4789
O -0.43 0.21 2.11 -0.3574
C -2.52 2.15 1.93 -1.8253
C -2.31 0.95 4.12 -1.8108
C -1.20 -2.11 0.70 -2.1523
H -2.16 -2.90 3.75 0.3205
H -0.89 -1.60 3.85 0.3645
H -0.66 -3.05 2.94 0.4671
H -3.75 -1.54 0.77 0.3452
H -3.61 -2.99 1.83 0.4366
H -4.18 -1.43 3.81 0.3584
H -5.36 -1.46 2.64 0.3977
H -4.70 0.91 3.23 0.4119
H -4.58 0.49 1.50 0.3307
H -3.24 2.15 1.10 0.3965
H -2.77 2.98 2.59 0.3830
H -1.53 2.34 1.51 0.3382
H -1.34 1.42 4.23 0.3321
H -3.02 1.64 4.59 0.5028
H -2.48 -0.02 4.60 0.4446
H -1.45 -3.14 0.48 0.7466
H -0.13 -2.02 0.92 0.0611
H -1.43 -1.43 -0.12 0.1016
H -0.15 0.24 1.18 0.3872


No. 7
70
Properties=species:S:1:pos:R:3:mulliken_charge:R:1 method="wB97M-V/def2-TZVPD" spin_multiplicity=3 de_lowest_kcal_mol=52.85 total_energy_ha=-3420.50759
Ti -0.90 0.77 -0.09 -0.6952
C -4.50 0.41 -3.78 -0.3291
C -4.87 -0.38 -2.69 -0.5870
C -3.94 -1.20 -2.09 -0.4183
C -2.61 -1.15 -2.55 0.5803
N -2.26 -0.40 -3.59 -0.4218
C -3.17 0.36 -4.18 -0.3609
N -1.69 -1.98 -1.97 -0.3828
C -0.51 -1.77 -1.51 0.2517
N 0.15 -0.56 -1.20 0.4608
C 1.40 -0.90 -0.73 -0.2888
N 2.48 -0.15 -0.56 -0.2579
C 2.74 0.95 -1.29 0.2946
C 3.85 1.76 -0.93 -0.2084
C 4.21 2.80 -1.76 -0.5580
C 3.48 3.02 -2.92 -0.5595
C 2.40 2.18 -3.20 -0.3048
N 2.04 1.19 -2.42 -0.2421
C 1.51 -2.35 -0.59 1.0331
C 2.52 -3.16 -0.11 -0.2885
C 2.33 -4.53 -0.16 -0.7833
C 1.16 -5.07 -0.68 -0.7450
C 0.15 -4.26 -1.18 -0.1744
C 0.34 -2.89 -1.12 -0.1095
H -5.21 1.03 -4.29 0.3793
H -5.90 -0.38 -2.35 0.4039
H -4.18 -1.83 -1.25 0.3753
H -2.82 0.95 -5.02 0.3986
H 4.37 1.55 -0.01 0.4900
H 5.05 3.43 -1.50 0.4673
H 3.76 3.80 -3.61 0.4326
H 1.82 2.30 -4.11 0.4588
H 3.42 -2.72 0.30 0.5470
H 3.10 -5.19 0.21 0.4523
H 1.04 -6.15 -0.70 0.4420
H -0.75 -4.67 -1.61 0.5916
O -1.12 -3.32 6.71 -0.4779
C -0.81 -3.70 5.45 0.5972
O -0.80 -4.87 5.17 -0.5513
C -0.50 -2.62 4.48 0.9989
C -0.63 -2.91 3.12 -1.4131
C -0.36 -1.97 2.16 -0.1599
C 0.08 -0.69 2.52 0.2433
C 0.22 -0.40 3.88 -1.0134
C -0.07 -1.35 4.85 -1.3354
N 0.33 0.28 1.54 1.1492
C 1.20 1.25 1.78 -0.8760
C 1.23 2.38 0.94 0.7284
C 2.08 3.48 1.12 -1.3916
C 2.01 4.55 0.27 -0.4812
C 1.07 4.52 -0.78 -1.0896
C 0.27 3.41 -0.92 -0.0652
N 0.34 2.35 -0.10 1.0179
H -1.15 -2.36 6.80 0.3005
H -0.97 -3.90 2.84 0.4946
H -0.49 -2.21 1.12 0.7790
H 0.50 0.60 4.19 0.5968
H 0.07 -1.08 5.89 0.2471
H 1.89 1.19 2.62 0.6197
H 2.78 3.48 1.95 0.5296
H 2.65 5.41 0.40 0.4420
H 0.98 5.34 -1.47 0.5090
H -0.48 3.35 -1.70 0.6439
F -4.27 3.17 -1.47 -0.4586
Te -3.43 2.03 -0.10 1.2995
F -1.89 1.78 1.43 -0.4979
F -2.12 -0.43 0.43 -0.4206
F -2.41 3.69 -0.01 -0.4408
F -4.28 3.15 1.36 -0.5274
O -1.93 1.59 -1.23 -0.3405


No. 8
9
Properties=species:S:1:pos:R:3:mulliken_charge:R:1 method="wB97M-V/def2-TZVPD" de_lowest_kcal_mol=139.61 total_energy_ha=-280.15829
C 0.11 0.38 0.30 0.5418
C -1.60 -1.53 -0.26 -0.1560
C 1.48 0.13 -0.04 -1.0020
N -2.36 -0.65 -0.04 0.1555
N -2.28 0.68 0.20 -0.8498
N -0.97 0.84 0.24 0.3886
H 2.19 0.48 0.66 0.3329
H 1.81 -0.91 -0.07 0.3295
H 1.62 0.57 -1.00 0.2594